Entry 1:
The following is a quantum chemistry calculation of 2 unconnected molecules or ions with the total composition C3H3OP, from the Open Molecules 2025 dataset.

Output
* highest occupied orbital energy (spin up / spin down): -6.053 / -10.010 eV
* <S²>: 2.0078
* LUMO level (spin up / spin down): 0.398 / -2.597 eV

```
! RIJCOSX wB97M-V def2-TZVPD def2/J DEFGRID3
* xyz 0 3
C 0.28 -1.00 0.37
C 0.09 2.20 -0.78
C -0.30 -0.36 1.20
O -0.71 0.38 2.20
P 1.58 2.15 -0.41
H 0.09 -1.92 -0.15
H -1.02 2.22 -0.97
H -1.32 1.05 1.90
*
```

natural (NBO) population analysis, charges in e, atoms 1 to 4:
1 C -0.3999
2 C -0.7259
3 C 0.3251
4 O -0.6390

---

Entry 2:
The following is a quantum chemistry calculation of 2 unconnected molecules or ions with the total composition C3H3PS, from the Open Molecules 2025 dataset.

Output
* highest occupied orbital energy (spin up / spin down): -8.157 / -8.250 eV
* LUMO level (spin up / spin down): -1.713 / -1.788 eV

```
! RIJCOSX wB97M-V def2-TZVPD def2/J DEFGRID3
* xyz 0 1
C 0.67 1.06 0.04
C 0.57 -0.14 -0.29
C 0.77 2.33 0.39
P -1.93 -3.74 -0.97
S 0.36 -1.68 -0.67
H -2.04 -3.57 0.41
H 1.41 2.65 1.19
H 0.19 3.09 -0.11
*
```

natural (NBO) population analysis, charges in e, atoms 1 to 4:
1 C -0.1631
2 C -0.0958
3 C -0.2703
4 P 0.1011

---

Entry 3:
The following is a quantum chemistry calculation of a single C3H3PS molecule, from the Open Molecules 2025 dataset.

Output
* SMILES: CC(=S)C#P
* highest occupied orbital energy: -8.570 eV
* LUMO level: -1.457 eV

```
! RIJCOSX wB97M-V def2-TZVPD def2/J DEFGRID3
* xyz 0 1
C -2.93 -0.25 -0.07
C -1.71 0.47 -0.03
C -0.17 0.10 0.02
P -4.23 -1.12 0.02
S -2.06 2.10 0.02
H 0.36 1.05 -0.06
H 0.08 -0.55 -0.81
H 0.07 -0.38 0.96
*
```

natural (NBO) population analysis, charges in e, atoms 1 to 4:
1 C -0.5884
2 C -0.1655
3 C -0.6327
4 P 0.6135

---

Entry 4:
The following is a quantum chemistry calculation of 16 unconnected molecules or ions with the total composition C3H40NO16S, from the Open Molecules 2025 dataset.

Output
* highest occupied orbital energy: -11.841 eV
* LUMO level: -2.625 eV

```
! RIJCOSX wB97M-V def2-TZVPD def2/J DEFGRID3
* xyz 1 1
C 0.46 0.38 -0.48
O -0.23 1.49 -1.02
C 1.95 0.75 -0.28
C 2.40 0.37 1.11
S 3.90 1.30 1.69
N 2.84 -0.15 -1.19
H 0.02 0.29 0.53
H 0.37 -0.51 -1.11
H 0.39 2.19 -1.34
H 2.15 1.75 -0.67
H 1.61 0.66 1.82
H 2.59 -0.71 1.14
H 4.15 0.82 2.93
H 2.87 0.21 -2.16
H 3.82 -0.38 -0.90
H 2.45 -1.10 -1.25
H -2.13 1.20 -2.02
H -3.14 1.94 -2.81
O -3.06 1.56 -1.92
H 0.63 -0.36 3.85
H 0.35 -0.88 2.39
O 0.23 -0.13 3.00
H -4.13 -3.67 1.70
H -3.52 -4.00 0.31
O -3.59 -3.32 0.99
H -1.07 -2.84 -3.18
H -0.47 -4.00 -3.90
O -0.28 -3.41 -3.15
H 3.14 -2.51 0.13
H 4.69 -2.73 0.76
O 3.98 -2.18 0.44
H -0.54 2.46 4.85
H -1.02 1.49 3.80
O -0.81 2.42 3.92
H -1.14 1.36 1.59
H -2.42 2.04 1.66
O -2.04 1.18 1.90
H 0.94 -1.38 -3.35
H 0.59 -0.07 -4.03
O 1.25 -0.47 -3.46
H -4.02 3.45 -1.01
H -3.03 2.93 -0.08
O -3.83 3.47 -0.06
H -0.64 -3.09 2.13
H 0.85 -3.13 1.62
O 0.11 -2.56 1.86
H 0.79 -3.36 -0.38
H 1.46 -3.65 -1.81
O 1.54 -3.21 -0.96
H -1.17 4.17 1.68
H -0.02 3.31 2.26
O -0.40 3.65 1.44
H 0.40 3.93 -0.47
H 1.80 4.38 -0.76
O 1.13 3.74 -1.09
H -1.73 -1.19 -1.79
H -2.49 -1.01 -3.13
O -1.62 -1.18 -2.76
H -2.52 -1.28 0.57
H -2.40 0.12 0.58
O -2.40 -0.59 -0.12
*
```

natural (NBO) population analysis, charges in e, atoms 1 to 4:
1 C -0.0659
2 O -0.7622
3 C -0.0710
4 C -0.5679

---

Entry 5:
The following is a quantum chemistry calculation of 16 unconnected molecules or ions with the total composition C3H41N2O15, from the Open Molecules 2025 dataset.

Output
* highest occupied orbital energy: -11.930 eV
* LUMO level: -2.254 eV

```
! RIJCOSX wB97M-V def2-TZVPD def2/J DEFGRID3
* xyz 1 1
N 1.28 1.31 -1.15
C 0.60 0.18 -0.37
C -0.81 -0.22 -0.93
N -0.62 -1.16 -1.95
C -0.77 -2.59 -1.53
H 1.70 1.03 -2.05
H 0.61 2.07 -1.46
H 2.05 1.87 -0.60
H 1.30 -0.55 -0.27
H 0.61 0.55 0.74
H -1.44 -0.61 0.00
H -1.35 0.72 -1.20
H -1.31 -1.00 -2.76
H -0.16 -2.78 -0.69
H -0.51 -3.18 -2.30
H -1.71 -2.97 -1.13
H 1.23 3.73 0.38
H 2.68 3.99 0.97
O 2.17 3.68 0.13
H -2.06 -3.58 1.83
H -3.44 -3.65 1.87
O -2.78 -3.04 1.58
H -0.76 -0.40 2.04
H 0.35 -1.31 2.60
O -0.10 -0.43 2.67
H -4.18 -0.27 1.49
H -2.88 -1.27 1.61
O -3.32 -0.39 1.89
H 3.67 -1.71 -3.49
H 2.16 -1.37 -3.74
O 2.83 -1.52 -3.01
H 0.51 4.14 2.70
H -0.63 3.53 1.78
O 0.06 4.22 1.85
H -0.77 2.02 -3.26
H 0.03 1.85 -4.60
O -0.27 1.44 -3.85
H -0.80 4.14 -0.72
H -1.75 2.88 -0.65
O -0.88 3.18 -0.85
H 2.72 -2.16 -0.99
H 3.99 -3.01 -0.74
O 3.02 -2.90 -0.51
H 2.36 -2.51 2.39
H 1.86 -2.49 1.07
O 1.55 -2.39 1.94
H -2.64 0.32 -2.64
H -4.17 -0.02 -3.21
O -3.54 0.48 -2.58
H 4.05 1.58 0.51
H 2.79 0.97 1.27
O 3.15 1.16 0.36
H 0.01 -3.26 2.09
H -0.35 -4.72 2.17
O -0.49 -3.93 2.65
H -3.15 1.43 1.62
H -3.67 2.80 1.14
O -2.83 2.18 1.05
H 1.03 0.86 2.78
H 2.11 1.63 3.45
O 1.68 1.44 2.62
*
```

natural (NBO) population analysis, charges in e, atoms 1 to 4:
1 N -0.7660
2 C -0.2345
3 C -0.2304
4 N -0.6422

---

Entry 6:
The following is a quantum chemistry calculation of 17 unconnected molecules or ions with the total composition C3H41NO16S, from the Open Molecules 2025 dataset.

Output
* highest occupied orbital energy (spin up / spin down): -13.368 / -13.367 eV
* <S²>: 0.7533
* LUMO level (spin up / spin down): -3.645 / -8.857 eV

```
! RIJCOSX wB97M-V def2-TZVPD def2/J DEFGRID3
* xyz 1 2
C -0.88 0.97 -0.25
C 0.58 0.68 -0.19
C 1.32 0.64 1.17
S 1.68 2.46 1.37
N 0.85 -0.60 -0.95
H -1.29 1.65 0.54
H -1.14 1.34 -1.25
H -1.44 0.05 -0.48
H 1.20 1.44 -0.70
H 2.17 -0.02 1.20
H 0.72 0.36 2.06
H 1.45 2.74 2.64
H 0.61 -0.43 -1.93
H 0.22 -1.33 -0.58
H -1.31 -2.85 0.56
H -0.12 -3.54 -0.06
O -0.34 -2.84 0.58
H -1.26 3.18 1.33
H -2.56 3.93 1.24
O -1.67 3.95 0.86
H 0.56 3.73 -3.42
H -0.41 3.13 -2.55
O 0.11 2.88 -3.33
H -1.89 -0.05 4.81
H -0.66 -0.87 4.04
O -1.20 -0.06 4.15
H 3.82 -2.24 1.79
H 3.10 -1.16 2.67
O 3.64 -1.96 2.71
H -3.08 -1.82 0.13
H -2.47 -1.43 1.36
O -3.37 -1.51 1.01
H -1.84 1.04 2.89
H -2.39 2.40 2.69
O -1.54 1.94 2.57
H -3.07 -1.24 -2.68
H -3.22 -2.60 -2.08
O -3.22 -1.67 -1.83
H 2.61 -1.94 -0.09
H 3.49 -3.02 -0.82
O 3.42 -2.45 -0.05
H -0.15 4.44 -0.53
H 1.16 4.07 -1.27
O 0.54 4.78 -1.13
H 4.67 -1.33 -0.87
H 3.94 -0.27 -1.78
O 4.75 -0.76 -1.65
H 2.63 1.27 -2.69
H 3.21 2.64 -2.93
O 3.32 1.72 -3.19
H -4.53 0.24 1.36
H -3.97 -0.38 2.55
O -4.27 0.49 2.25
H -0.52 0.19 -4.09
H 0.29 -1.11 -4.14
O -0.45 -0.68 -3.68
H -0.59 -2.81 -3.18
H -0.39 -4.24 -2.53
O -0.97 -3.68 -3.05
H -0.43 -2.98 3.51
H 0.50 -2.28 2.52
O 0.11 -2.20 3.39
*
```

natural (NBO) population analysis, charges in e, atoms 1 to 4:
1 C -0.6856
2 C -0.0801
3 C -0.5370
4 S 0.6866

---

Entry 7:
The following is a quantum chemistry calculation of a molecular structure, C3H42O18, from the Open Molecules 2025 dataset.

Output
* highest occupied orbital energy: -8.606 eV
* LUMO level: -0.876 eV

```
! RIJCOSX wB97M-V def2-TZVPD def2/J DEFGRID3
* xyz 0 1
O -1.71 -2.69 0.06
H -0.97 -3.16 -0.31
H -1.51 -1.76 0.17
H -2.04 -3.06 0.89
C -0.07 1.27 0.54
C -0.49 -0.04 -0.03
C 0.69 -0.98 -0.06
O -1.52 -0.67 0.73
H 0.46 1.23 1.49
H -0.75 2.09 0.74
H 0.64 1.76 -0.12
H -0.91 0.16 -1.01
H 1.04 -1.21 0.95
H 1.46 -0.60 -0.73
H 0.38 -1.92 -0.53
O 2.03 -2.72 0.08
H 1.86 -1.92 0.57
H 2.65 -3.21 0.62
O 0.05 -3.48 -0.40
H 0.73 -2.90 -0.06
H 0.50 -4.30 -0.58
O -0.18 -1.46 -2.51
H 0.57 -1.26 -3.08
H -0.07 -0.89 -1.75
O -2.93 -0.69 -0.87
H -2.03 -0.50 -0.61
H -3.05 -0.23 -1.70
O -1.78 -0.32 -3.13
H -1.67 -0.65 -4.02
H -1.08 -0.75 -2.63
O 0.79 1.92 -1.93
H -0.07 2.32 -2.05
H 1.06 1.66 -2.81
O 1.32 3.54 -0.30
H 0.83 4.36 -0.25
H 0.98 3.11 -1.09
O 2.90 -0.04 1.24
H 3.85 -0.13 1.23
H 2.69 0.45 0.44
O 0.38 2.87 2.06
H 1.20 2.75 1.57
H 0.17 2.00 2.39
O -0.32 -0.36 2.73
H -0.50 -0.54 1.80
H 0.36 -0.98 2.97
O 2.82 1.76 -1.03
H 1.88 1.83 -1.22
H 3.14 1.16 -1.71
O 2.10 -1.41 -2.47
H 2.02 -1.71 -1.57
H 2.90 -0.88 -2.49
O -2.22 2.88 -0.10
H -2.67 2.12 0.27
H -1.38 2.91 0.35
O -2.71 1.18 1.13
H -2.78 1.29 2.07
H -2.05 0.49 1.02
O 0.61 1.53 3.80
H 1.56 1.49 3.69
H 0.28 0.76 3.33
O -3.41 -1.44 1.35
H -3.16 -0.73 0.76
H -2.89 -1.29 2.14
*
```

natural (NBO) population analysis, charges in e, atoms 1 to 4:
1 O -0.8086
2 H 0.4540
3 H 0.4782
4 H 0.5158

---

Entry 8:
The following is a quantum chemistry calculation of a molecular structure, C3H4AgLiO3, from the Open Molecules 2025 dataset.

Output
* highest occupied orbital energy (spin up / spin down): -11.607 / -14.153 eV
* <S²>: 0.7531
* LUMO level (spin up / spin down): -4.766 / -4.805 eV

```
! RIJCOSX wB97M-V def2-TZVPD def2/J DEFGRID3
* xyz 1 2
O 0.53 -0.35 1.23
C 1.10 0.50 1.90
C 1.98 1.56 1.35
H 0.93 0.52 3.00
H 2.14 1.44 0.28
H 2.94 1.54 1.90
H 1.52 2.54 1.57
O -3.77 -0.89 -2.89
C -2.68 -0.74 -2.35
O -1.79 -1.61 -2.15
Ag 0.27 -1.66 -0.84
Li -3.18 -2.86 -3.01
*
```

natural (NBO) population analysis, charges in e, atoms 1 to 4:
1 O -0.6527
2 C 0.4976
3 C -0.7324
4 H 0.1477

---

Here are the calculated energy relative to the best compared isomer or geometry (same formula, charge and spin) numbers, same order: 87.43, 83.09, 10.58, 32.31, 134.40, 126.10, 569.04, 8.95 (kcal/mol).